Computed, not measured: a single C3H5NO2S molecule in a non-equilibrium geometry, with ωB97M-V/def2-TZVPD.

The value obtained for the lowest unoccupied orbital energy is -0.577 eV. Its relative energy (zero: lowest compared OMol25 entry of this formula, charge and spin) is 559.9 kJ/mol. Its SMILES is C[C@@]1(S(#N)=O)CO1. The calculation puts the gap between HOMO and LUMO at 0.330 Ha.

ORCA input file:
```
! RIJCOSX wB97M-V def2-TZVPD def2/J DEFGRID3
* xyz 0 1
C -0.2830 -0.0408 -0.2826
C -0.3787 -1.4844 -0.2863
C -0.9407 1.0850 0.3340
N 2.9498 0.9868 -0.7816
O 1.8506 -0.0662 1.2952
O -0.6776 -0.6898 -1.3541
S 1.8087 0.3960 -0.1234
H 0.5184 -2.1005 -0.4274
H -1.3089 -1.9962 0.0168
H -0.3304 1.2890 1.2110
H -1.8225 0.6326 0.6788
H -1.3857 1.9885 -0.2803
*
```

Charges obtained by Löwdin population analysis, quoted in units of e: atom 1 (C): -0.491, atom 2 (C): -0.093, atom 3 (C): -0.034, atom 4 (N): -0.323, atom 5 (O): -0.460, atom 6 (O): 0.060, atom 7 (S): 0.747, atom 8 (H): 0.129, atom 9 (H): 0.142, atom 10 (H): 0.088, atom 11 (H): 0.078, atom 12 (H): 0.157

---

Computed, not measured: a molecular structure, C28H81F2N8O13PbS2 in a non-equilibrium geometry, with ωB97M-V/def2-TZVPD.

The value obtained for the lowest unoccupied orbital energy is -4.031 eV. Its relative energy (zero: lowest compared OMol25 entry of this formula, charge and spin) is 0.0 kJ/mol. The calculation puts the gap between HOMO and LUMO at 0.243 Ha.

ORCA input file:
```
! RIJCOSX wB97M-V def2-TZVPD def2/J DEFGRID3
* xyz 1 1
Pb 1.8190 2.9191 -2.9244
N 0.0970 1.3118 -2.1301
S -0.5464 0.0592 -2.8900
O -1.9321 -0.1049 -2.7445
O 0.2655 -1.0883 -2.8697
F -0.4129 0.6881 -4.3491
S -0.4607 0.9734 -0.6122
O -0.1433 -0.3187 -0.1624
O -1.6599 1.5701 -0.1821
F 0.6198 1.8346 0.1926
O 3.2812 2.3307 -0.9164
H 3.9953 2.8884 -0.5779
H 3.5926 1.4079 -0.7678
O 1.6751 2.2576 -5.6121
H 1.2714 1.6654 -6.2639
H 2.6189 2.0445 -5.6557
C 3.5669 -2.0464 -4.1351
C 3.7131 -2.1269 -2.6210
C 5.1772 -2.1384 -2.2359
O 5.7395 -3.3203 -2.6738
C 7.0642 -3.4682 -2.2203
N 2.9713 -1.0322 -2.0176
H 2.5325 -1.9330 -4.4710
H 3.9034 -2.9327 -4.6852
H 4.1832 -1.2714 -4.6179
H 3.2438 -3.1083 -2.4612
H 5.1835 -2.1263 -1.1338
H 5.5893 -1.2177 -2.6701
H 7.4909 -4.3310 -2.7278
H 7.0972 -3.7370 -1.1565
H 7.6292 -2.5569 -2.4228
H 1.9874 -1.2916 -2.0221
H 3.2387 -0.9360 -1.0355
C 4.1543 -1.5804 2.5602
C 3.8486 -0.1641 2.1177
C 4.1555 0.8896 3.1636
O 3.6560 2.1514 2.8067
C 2.4085 2.3796 3.3999
N 4.4857 0.1119 0.8089
H 3.3948 -1.7968 3.3133
H 5.1436 -1.6789 3.0105
H 4.0428 -2.3392 1.7892
H 2.7679 -0.0482 1.9395
H 5.2552 0.9878 3.2244
H 3.9901 0.5254 4.1853
H 1.6142 1.7713 2.9455
H 2.1015 3.4091 3.2195
H 2.3959 2.1565 4.4679
H 5.3828 -0.3449 0.6719
H 4.7071 1.1091 0.8618
C -5.3815 0.8477 -2.8268
C -5.2773 -0.6364 -3.1828
C -5.8578 -1.5450 -2.1186
O -5.7400 -2.8471 -2.6364
C -6.6316 -3.7771 -2.0394
N -5.9436 -0.8176 -4.4973
H -4.5896 1.0885 -2.0966
H -6.2650 1.1693 -2.2681
H -5.1517 1.4712 -3.6879
H -4.2086 -0.7879 -3.3193
H -6.8639 -1.1927 -1.8632
H -5.2319 -1.5155 -1.2154
H -7.6742 -3.4298 -2.1568
H -6.4669 -3.8598 -0.9598
H -6.6021 -4.7118 -2.5912
H -6.9118 -0.4943 -4.4407
H -6.0864 -1.8359 -4.5160
C -1.3112 3.8418 2.5164
C -2.8053 3.5559 2.6229
C -3.5652 4.3870 3.6481
O -3.3237 4.0558 5.0074
C -3.8623 2.7902 5.3052
N -3.4063 3.9344 1.2927
H -1.0144 4.8313 2.1775
H -1.0281 3.1198 1.7518
H -0.8391 3.5759 3.4678
H -2.9755 2.4793 2.6394
H -4.6390 4.4109 3.4317
H -3.2263 5.4147 3.4568
H -4.8862 2.6721 4.9675
H -3.6898 2.5964 6.3683
H -3.1744 2.0069 4.9480
H -3.2057 3.2221 0.5938
H -2.8804 4.7576 1.0050
C -0.2442 6.3654 0.0336
C -0.1203 5.1125 -0.8306
C -0.6874 5.4010 -2.1969
O -0.2926 4.4744 -3.2153
C -1.3960 3.9954 -4.0094
N 1.3661 4.8786 -0.9864
H 0.4803 7.1385 -0.2342
H -0.0345 6.1547 1.0848
H -1.2416 6.8067 -0.0152
H -0.5281 4.1883 -0.4263
H -0.4209 6.4300 -2.4635
H -1.7739 5.3814 -2.0709
H -2.2409 3.7535 -3.3645
H -1.0760 3.0942 -4.5275
H -1.6756 4.7278 -4.7669
H 1.7323 4.9032 -0.0273
H 1.7526 5.7859 -1.2871
C -1.9459 -3.1848 0.0621
C -1.0920 -4.0605 -0.8716
C 0.1743 -4.3696 -0.0847
O 1.0237 -5.3230 -0.6567
C 2.3209 -5.3190 -0.1137
N -1.8768 -5.2744 -1.3037
H -2.9263 -2.9282 -0.3180
H -1.3160 -2.2903 0.1092
H -1.9228 -3.6521 1.0479
H -0.7725 -3.5115 -1.7638
H -0.1656 -4.6457 0.9286
H 0.7147 -3.4171 0.0683
H 2.8638 -6.1649 -0.5311
H 2.3579 -5.3036 0.9755
H 2.9374 -4.4644 -0.4441
H -1.1138 -5.8344 -1.7043
H -2.1157 -5.7439 -0.4264
C 0.4714 -3.7070 5.1637
C 0.2951 -3.4084 3.6660
C 0.2002 -1.9179 3.4039
O -0.9677 -1.4039 3.9736
C -1.0999 -0.0162 3.7605
N 1.4526 -3.9465 2.9493
H 1.4182 -3.2582 5.4742
H 0.5934 -4.7850 5.2715
H -0.3859 -3.3221 5.7081
H -0.6689 -3.8669 3.3903
H 0.3095 -1.7031 2.3274
H 1.1081 -1.4923 3.8715
H -1.3217 0.2671 2.7186
H -0.1881 0.5567 3.9959
H -1.8912 0.3118 4.4326
H 1.3341 -4.9416 2.7532
H 1.4167 -3.6520 1.9733
*
```

These are the Löwdin partial charges, in e, on atoms 1 to 99: atom 1 (Pb): 1.660, atom 2 (N): -0.396, atom 3 (S): 0.434, atom 4 (O): -0.202, atom 5 (O): -0.237, atom 6 (F): -0.181, atom 7 (S): 0.460, atom 8 (O): -0.236, atom 9 (O): -0.228, atom 10 (F): -0.198, atom 11 (O): -0.209, atom 12 (H): 0.071, atom 13 (H): 0.033, atom 14 (O): -0.161, atom 15 (H): 0.077, atom 16 (H): 0.045, atom 17 (C): -0.068, atom 18 (C): -0.441, atom 19 (C): -0.249, atom 20 (O): -0.167, atom 21 (C): -0.096, atom 22 (N): 0.066, atom 23 (H): 0.069, atom 24 (H): 0.083, atom 25 (H): 0.075, atom 26 (H): 0.136, atom 27 (H): 0.115, atom 28 (H): 0.133, atom 29 (H): 0.092, atom 30 (H): 0.090, atom 31 (H): 0.090, atom 32 (H): 0.029, atom 33 (H): 0.040, atom 34 (C): -0.046, atom 35 (C): -0.419, atom 36 (C): -0.223, atom 37 (O): -0.170, atom 38 (C): -0.113, atom 39 (N): 0.042, atom 40 (H): 0.062, atom 41 (H): 0.089, atom 42 (H): 0.072, atom 43 (H): 0.129, atom 44 (H): 0.138, atom 45 (H): 0.136, atom 46 (H): 0.067, atom 47 (H): 0.086, atom 48 (H): 0.097, atom 49 (H): 0.083, atom 50 (H): 0.058, atom 51 (C): -0.074, atom 52 (C): -0.431, atom 53 (C): -0.220, atom 54 (O): -0.205, atom 55 (C): -0.096, atom 56 (N): 0.038, atom 57 (H): 0.062, atom 58 (H): 0.076, atom 59 (H): 0.072, atom 60 (H): 0.109, atom 61 (H): 0.130, atom 62 (H): 0.127, atom 63 (H): 0.088, atom 64 (H): 0.088, atom 65 (H): 0.088, atom 66 (H): 0.072, atom 67 (H): 0.065, atom 68 (C): -0.054, atom 69 (C): -0.399, atom 70 (C): -0.208, atom 71 (O): -0.171, atom 72 (C): -0.107, atom 73 (N): 0.041, atom 74 (H): 0.051, atom 75 (H): 0.043, atom 76 (H): 0.086, atom 77 (H): 0.130, atom 78 (H): 0.123, atom 79 (H): 0.130, atom 80 (H): 0.098, atom 81 (H): 0.095, atom 82 (H): 0.060, atom 83 (H): 0.043, atom 84 (H): 0.048, atom 85 (C): -0.049, atom 86 (C): -0.388, atom 87 (C): -0.186, atom 88 (O): -0.343, atom 89 (C): -0.045, atom 90 (N): -0.006, atom 91 (H): 0.093, atom 92 (H): 0.071, atom 93 (H): 0.098, atom 94 (H): 0.117, atom 95 (H): 0.144, atom 96 (H): 0.140, atom 97 (H): 0.105, atom 98 (H): 0.072, atom 99 (H): 0.107

---

Computed, not measured: a molecular structure, C2H2InO6 in a non-equilibrium geometry, with ωB97M-V/def2-TZVPD.

The value obtained for the lowest unoccupied orbital energy (spin up / spin down) is -14.718 / -13.054 eV. Its expectation value of S² is 1.6333. The calculation puts the gap between HOMO and LUMO (spin up / spin down) at 0.169 / 0.254 Ha.

ORCA input file:
```
! RIJCOSX wB97M-V def2-TZVPD def2/J DEFGRID3
* xyz 2 2
In 1.0192 -1.9559 -1.6927
O -1.7701 -1.3967 -1.3622
C -2.0555 -1.3920 -0.0723
O -3.2293 -1.4053 0.3224
O -1.0863 -1.2292 0.6632
H -2.6811 -1.1960 -1.5889
O 2.3882 2.4084 0.2140
C 1.8533 1.3338 0.7402
O 1.4137 0.4817 -0.0249
O 1.5263 1.2820 1.9309
H 2.6215 3.0690 0.8703
*
```

Charges obtained by Löwdin population analysis, quoted in units of e: atom 1 (In): 1.269, atom 2 (O): 0.082, atom 3 (C): -0.709, atom 4 (O): 0.446, atom 5 (O): 0.188, atom 6 (H): 0.158, atom 7 (O): 0.312, atom 8 (C): -0.613, atom 9 (O): 0.199, atom 10 (O): 0.484, atom 11 (H): 0.184

---

Computed, not measured: a molecular structure, C41H45BrIN5ORh in a non-equilibrium geometry, with ωB97M-V/def2-TZVPD.

The value obtained for the lowest unoccupied orbital energy (spin up / spin down) is -3.548 / -6.778 eV. Its relative energy (zero: lowest compared OMol25 entry of this formula, charge and spin) is 0.0 kJ/mol. Its expectation value of S² is 6.0637. The calculation puts the gap between HOMO and LUMO (spin up / spin down) at 0.251 / 0.135 Ha.

ORCA input file:
```
! RIJCOSX wB97M-V def2-TZVPD def2/J DEFGRID3
* xyz 1 5
Rh 0.4321 -0.0789 -0.8862
C 1.6222 -2.3822 2.0306
C 0.3435 -2.9745 1.4045
C -0.0476 -4.1833 2.3182
C 0.4991 -3.4188 -0.0066
C 1.3981 -4.4765 -0.2677
C 1.6435 -4.9146 -1.5494
C 0.9111 -4.3500 -2.6011
C -0.0521 -3.3399 -2.3903
C -0.9013 -2.9658 -3.6079
C -2.4104 -2.6340 -3.3353
C -0.3030 -1.7929 -4.3931
C -0.2343 -2.8217 -1.0660
N -0.9071 -1.5789 -0.9304
C -2.0258 -1.3650 -0.3526
C -2.6136 -0.1394 0.0122
C -4.0029 -0.1712 0.5035
C -4.6718 0.9941 0.7021
C -4.0972 2.2346 0.5061
C -2.8495 2.3241 -0.0271
C -2.0177 1.1919 -0.1631
N -0.7232 1.3406 -0.6730
C -0.0639 2.6369 -0.9244
C 0.2789 3.0379 -2.2172
C 0.7354 4.3689 -2.3704
C 0.8086 5.2880 -1.3418
C 0.5221 4.8143 -0.0685
C 0.1168 3.4930 0.1999
C -0.0088 3.0502 1.6502
C 1.1191 2.1397 2.2096
C -0.2447 4.2371 2.6244
C 0.2332 2.0646 -3.4593
C 1.6403 1.8807 -4.1059
C -0.8269 2.6405 -4.4567
H 1.3719 -2.2154 3.0666
H 2.0107 -1.5149 1.4863
H 2.4099 -3.1213 2.0688
H -0.4294 -2.1950 1.4105
H 0.7650 -4.8179 2.5906
H -0.7766 -4.8188 1.8403
H -0.5509 -3.8464 3.2767
H 1.9919 -4.9815 0.5203
H 2.3165 -5.8012 -1.7529
H 1.1717 -4.6489 -3.6363
H -0.8334 -3.8650 -4.2394
H -2.4824 -1.7544 -2.7147
H -2.9048 -3.4448 -2.8304
H -3.0830 -2.4632 -4.2343
H 0.1004 -1.1069 -3.6499
H -1.0867 -1.3368 -5.0377
H 0.5491 -2.1505 -5.0163
H -2.5817 -2.2593 -0.0678
H -4.4996 -1.1454 0.5838
H -5.7096 0.9174 1.0760
H -4.6011 3.1476 0.7705
H -2.4722 3.2798 -0.3720
H 1.0244 4.6825 -3.3632
H 1.1303 6.2916 -1.5316
H 0.7428 5.3976 0.8139
H -0.9258 2.3665 1.7597
H 2.0829 2.6188 2.0399
H 1.1333 1.1335 1.7234
H 0.9157 2.0487 3.2773
H 0.5406 4.9824 2.7343
H -0.5178 3.7568 3.5688
H -1.2046 4.7412 2.3828
H -0.2314 1.1237 -3.0357
H 1.9620 2.8760 -4.5224
H 1.5526 1.1819 -4.9685
H 2.4324 1.5986 -3.4425
H -1.0252 3.6871 -4.2063
H -1.8003 2.1205 -4.3971
H -0.5204 2.7173 -5.5369
N 3.2598 -1.9362 -2.3932
C 3.0287 -0.8764 -1.5717
O 2.1924 -0.9676 -0.6189
C 3.8574 0.2822 -1.7132
C 3.6405 1.3445 -0.8587
N 3.3093 2.2361 -0.1730
C 4.8257 0.3275 -2.7405
N 5.5528 0.1355 -3.6536
H 4.1176 -1.9742 -2.9325
H 2.8340 -2.8243 -2.2032
Br -2.0882 -3.1414 6.0281
C -1.3422 -1.3855 6.3741
C -0.4899 -1.1767 7.4895
C 0.2968 0.0040 7.6221
C 0.2059 0.9562 6.6231
C -0.7017 0.8277 5.5780
C -1.5567 -0.2659 5.4934
I -2.9574 -0.3768 3.9970
H -0.3803 -2.0204 8.2123
H 0.9281 0.1651 8.5195
H 1.0161 1.6899 6.6361
H -0.8185 1.6453 4.8835
*
```

Charges obtained by Löwdin population analysis, quoted in units of e: atom 1 (Rh): 1.260, atom 2 (C): -0.048, atom 3 (C): -0.356, atom 4 (C): -0.046, atom 5 (C): -0.152, atom 6 (C): -0.031, atom 7 (C): -0.086, atom 8 (C): -0.054, atom 9 (C): -0.128, atom 10 (C): -0.348, atom 11 (C): -0.055, atom 12 (C): -0.060, atom 13 (C): -0.158, atom 14 (N): -0.066, atom 15 (C): -0.116, atom 16 (C): -0.109, atom 17 (C): -0.051, atom 18 (C): -0.092, atom 19 (C): -0.039, atom 20 (C): -0.001, atom 21 (C): -0.169, atom 22 (N): -0.098, atom 23 (C): -0.179, atom 24 (C): -0.131, atom 25 (C): -0.030, atom 26 (C): -0.028, atom 27 (C): -0.012, atom 28 (C): -0.142, atom 29 (C): -0.355, atom 30 (C): -0.056, atom 31 (C): -0.067, atom 32 (C): -0.339, atom 33 (C): -0.042, atom 34 (C): -0.056, atom 35 (H): 0.080, atom 36 (H): 0.053, atom 37 (H): 0.079, atom 38 (H): 0.112, atom 39 (H): 0.068, atom 40 (H): 0.076, atom 41 (H): 0.071, atom 42 (H): 0.134, atom 43 (H): 0.137, atom 44 (H): 0.131, atom 45 (H): 0.130, atom 46 (H): 0.042, atom 47 (H): 0.071, atom 48 (H): 0.107, atom 49 (H): 0.037, atom 50 (H): 0.093, atom 51 (H): 0.095, atom 52 (H): 0.157, atom 53 (H): 0.127, atom 54 (H): 0.133, atom 55 (H): 0.124, atom 56 (H): 0.132, atom 57 (H): 0.117, atom 58 (H): 0.112, atom 59 (H): 0.101, atom 60 (H): 0.129, atom 61 (H): 0.063, atom 62 (H): 0.059, atom 63 (H): 0.058, atom 64 (H): 0.081, atom 65 (H): 0.065, atom 66 (H): 0.095, atom 67 (H): 0.085, atom 68 (H): 0.099, atom 69 (H): 0.094, atom 70 (H): 0.032, atom 71 (H): 0.066, atom 72 (H): 0.079, atom 73 (H): 0.096, atom 74 (N): 0.231, atom 75 (C): -0.446, atom 76 (O): -0.154, atom 77 (C): -0.190, atom 78 (C): -0.175, atom 79 (N): 0.234, atom 80 (C): -0.175, atom 81 (N): 0.191, atom 82 (H): 0.114, atom 83 (H): 0.079, atom 84 (Br): 0.668, atom 85 (C): -0.686, atom 86 (C): -0.111, atom 87 (C): -0.072, atom 88 (C): -0.096, atom 89 (C): -0.172, atom 90 (C): -0.777, atom 91 (I): 0.942, atom 92 (H): 0.112, atom 93 (H): 0.121, atom 94 (H): 0.114, atom 95 (H): 0.068